[1]
Density functional theory data (ωB97M-V/def2-TZVPD) for a structure of composition C31H32BrHfN4O6Si at a distorted geometry.

CARTESIAN COORDINATES (ANGSTROEM)
Hf  -0.180  0.140  -0.290
Br  -4.911  2.133  5.182
C  -4.031  1.853  3.530
C  -4.027  2.931  2.589
C  -3.371  2.763  1.398
C  -2.702  1.577  1.066
C  -2.723  0.392  1.998
C  -3.417  0.687  3.295
N  -1.966  1.449  -0.072
C  -2.163  2.299  -1.108
C  -1.077  2.593  -1.952
C  -1.181  3.475  -3.050
C  -0.068  3.774  -3.782
C  1.163  3.190  -3.436
C  1.197  2.319  -2.382
N  0.117  2.012  -1.633
H  -4.483  3.874  2.848
H  -3.294  3.606  0.724
H  -3.273  -0.418  1.500
H  -3.456  -0.099  4.032
H  -3.102  2.824  -1.223
H  -2.144  3.907  -3.283
H  -0.131  4.456  -4.619
H  2.066  3.408  -3.986
H  2.123  1.837  -2.097
C  2.562  2.245  0.963
C  1.573  1.887  2.024
C  1.684  2.391  3.310
C  0.724  2.081  4.258
C  -0.324  1.243  3.919
C  -0.366  0.740  2.633
N  0.545  1.073  1.704
N  -1.334  -0.187  2.154
Si  -1.209  -1.786  3.044
C  0.610  -2.165  3.186
C  -2.320  -3.004  2.162
C  -1.804  -1.772  4.824
H  3.279  2.968  1.344
H  2.051  2.683  0.106
H  3.096  1.360  0.619
H  2.514  3.040  3.553
H  0.794  2.487  5.258
H  -1.094  0.983  4.630
H  1.170  -2.104  2.260
H  0.709  -3.185  3.568
H  1.068  -1.507  3.929
H  -2.800  -2.600  1.271
H  -3.109  -3.323  2.844
H  -1.759  -3.888  1.857
H  -1.356  -1.013  5.465
H  -1.482  -2.741  5.220
H  -2.886  -1.739  4.938
O  1.919  -0.165  -0.814
C  1.617  -0.669  -1.958
O  0.390  -0.626  -2.292
C  2.633  -1.244  -2.831
C  3.958  -1.274  -2.412
C  4.957  -1.812  -3.221
C  4.560  -2.305  -4.442
O  5.330  -2.874  -5.394
C  4.459  -3.201  -6.485
O  3.134  -2.836  -6.100
C  3.233  -2.277  -4.862
C  2.241  -1.754  -4.085
H  4.207  -0.877  -1.438
H  5.991  -1.846  -2.911
H  4.504  -4.274  -6.670
H  4.756  -2.630  -7.365
H  1.209  -1.727  -4.401
C  -2.774  -2.972  -1.693
O  -1.562  -3.036  -0.920
C  -1.076  -1.906  -0.508
O  0.004  -1.938  0.150
H  -3.531  -3.552  -1.171
H  -2.569  -3.416  -2.663
H  -3.091  -1.937  -1.807

Atoms 1-6, force components in eV/Å:
Hf -0.13 -0.29 0.05
Br 0.02 0.01 -0.05
C 0.10 -0.57 0.20
C 0.47 0.17 -1.06
C -1.01 0.88 0.87
C 1.16 -1.08 -1.09

The HOMO-LUMO gap comes out at 5.151 eV. The HOMO energy is -8.9101 eV. The total charge is +1. Its multiplicity is 1.

---

[2]
Density functional theory data (ωB97M-V/def2-TZVPD) for a structure of composition C20H19AsN2O6S3Ti at a distorted geometry.

CARTESIAN COORDINATES (ANGSTROEM)
Ti  0.680  0.815  -0.790
O  3.887  1.768  0.544
C  2.903  1.098  0.740
O  2.356  0.257  -0.125
C  2.159  1.178  2.079
C  1.217  -0.017  2.241
C  0.611  -0.101  3.637
C  -0.394  1.079  3.616
C  -0.193  1.626  2.206
O  0.085  0.424  1.441
C  1.143  2.387  2.110
C  1.141  3.248  0.854
O  1.439  4.415  0.879
O  0.715  2.593  -0.210
H  2.902  1.256  2.869
H  1.602  -0.947  1.842
H  0.097  -1.054  3.761
H  1.369  -0.014  4.416
H  -1.418  0.735  3.756
H  -0.178  1.841  4.365
H  -1.047  2.134  1.771
H  1.311  3.049  2.954
S  -2.610  -0.279  -0.454
C  -1.843  -1.571  0.461
C  -2.590  -2.066  1.526
C  -2.120  -3.088  2.336
C  -2.942  -3.591  3.410
N  -3.604  -3.994  4.260
C  -0.848  -3.611  2.084
C  -0.116  -3.139  1.008
C  -0.591  -2.138  0.145
S  0.374  -1.699  -1.242
C  -0.282  -4.629  2.940
N  0.182  -5.430  3.621
H  -3.562  -1.636  1.735
H  0.863  -3.557  0.811
S  -1.788  1.922  -2.154
C  -1.318  0.702  -1.047
C  1.337  -0.010  -5.046
As  0.013  0.877  -3.927
C  -1.405  -0.396  -4.218
C  -0.125  2.524  -4.907
O  1.074  1.000  -2.572
H  1.006  -0.075  -6.082
H  1.496  -1.011  -4.646
H  2.275  0.539  -4.982
H  -1.237  -0.825  -5.206
H  -2.363  0.103  -4.133
H  -1.304  -1.156  -3.445
H  -0.223  2.300  -5.967
H  0.814  3.041  -4.721
H  -0.952  3.125  -4.545

Atoms 1-6, force components in eV/Å:
Ti -1.97 -0.60 -0.18
O 0.21 -0.02 -0.01
C -0.09 -0.39 -0.03
O 1.56 0.31 0.84
C -0.16 0.07 -0.03
C -0.10 0.13 0.03

The HOMO-LUMO gap (spin up / spin down) comes out at 5.884 / 7.104 eV. As for the expectation value of S²: 0.754. The HOMO energy (spin up / spin down) is -3.6444 / -5.0803 eV. The total charge is -1. Its multiplicity is 2. For the relative energy (zero: lowest compared OMol25 entry of this formula, charge and spin), the calculation gives 21.3 kcal/mol.

---

[3]
Density functional theory data (ωB97M-V/def2-TZVPD) for the molecule C13H15OP at a distorted geometry.

CARTESIAN COORDINATES (ANGSTROEM)
C  3.072  -1.599  -2.771
C  2.919  -1.593  -1.366
C  2.042  -1.249  -3.618
C  1.693  -1.264  -0.847
C  0.820  -0.904  -3.068
C  0.660  -0.923  -1.707
C  -0.777  -1.092  0.874
C  -0.748  0.005  1.679
C  -2.654  1.451  0.638
C  -1.536  1.588  -0.254
C  -1.269  1.349  1.245
C  -0.372  -0.139  3.086
C  -0.925  2.540  2.101
O  -1.877  -1.770  -1.659
P  -0.968  -0.830  -0.967
H  3.963  -1.931  -3.198
H  3.657  -1.987  -0.762
H  2.203  -0.973  -4.704
H  1.554  -1.351  0.208
H  0.164  -0.494  -3.853
H  -0.334  -2.142  1.026
H  -3.264  2.349  0.860
H  -3.257  0.569  0.661
H  -1.362  2.493  -0.782
H  0.328  0.710  3.404
H  -0.109  -1.202  3.123
H  -1.295  -0.115  3.756
H  -1.471  3.278  1.633
H  0.275  2.777  1.982
H  -1.131  2.449  3.281

Atoms 1-6, force components in eV/Å:
C -0.62 -0.06 1.14
C -1.22 -0.01 -2.71
C 0.37 1.33 -0.76
C 0.43 -0.10 -0.36
C 0.39 0.78 -1.92
C -0.98 0.13 0.99

The HOMO-LUMO gap comes out at 8.464 eV. The HOMO energy is -8.2567 eV. The total charge is 0. Its multiplicity is 1. For the relative energy (zero: lowest compared OMol25 entry of this formula, charge and spin), the calculation gives 122.0 kcal/mol.

---

[4]
Density functional theory data (ωB97M-V/def2-TZVPD) for the molecule C4H6N4 at a distorted geometry.

CARTESIAN COORDINATES (ANGSTROEM)
C  1.239  -0.297  -0.185
C  0.318  -0.218  -1.210
C  -0.619  0.503  0.623
C  0.696  0.195  0.980
H  2.457  -1.684  -1.007
H  2.770  -1.476  0.498
H  0.383  -0.372  -2.306
H  -1.882  0.281  -1.044
H  1.308  0.412  1.903
H  -3.716  1.314  0.967
N  2.519  -0.959  -0.310
N  -0.857  0.201  -0.632
N  -1.846  1.024  1.277
N  -2.770  1.078  0.446

Atoms 1-6, force components in eV/Å:
C 1.91 -1.73 -1.39
C -0.79 -0.30 -0.89
C -2.33 1.16 2.01
C -0.21 1.14 1.85
H -0.06 0.15 -0.48
H 0.10 -0.01 1.16

The HOMO-LUMO gap comes out at 8.065 eV. The HOMO energy is -7.8232 eV. The total charge is 0. Its multiplicity is 1. Its SMILES is [H]/N=N/c1cc(N)c[nH]1. For the relative energy (zero: lowest compared OMol25 entry of this formula, charge and spin), the calculation gives 64.9 kcal/mol.